[1]
Computed, not measured: a molecular structure, C24H45Cr2F3N4O29, with ωB97M-V/def2-TZVPD.

The value obtained for the HOMO-LUMO gap (alpha / beta) is 0.3193 / 0.3187 hartree. The expectation value of S² is 20.01. As for the spin multiplicity: 9.

Geometry (Å):
Cr  -0.245  2.961  -2.748
Cr  3.305  0.883  -0.427
N  -2.344  0.901  -3.812
O  -2.011  2.045  -3.305
O  -3.521  0.534  -3.739
O  -1.467  0.214  -4.341
N  2.521  4.045  -1.143
O  1.463  3.947  -1.801
O  3.036  3.022  -0.611
O  3.091  5.122  -1.060
N  1.873  0.589  -3.433
O  2.627  0.403  -2.426
O  1.641  -0.347  -4.168
O  1.267  1.679  -3.542
N  0.071  0.704  -0.377
O  -0.534  -0.371  -0.389
O  1.191  0.830  0.167
O  -0.350  1.686  -1.025
C  -1.262  7.784  -0.552
C  -2.022  6.892  -1.522
O  -2.789  5.966  -0.731
C  -2.388  4.692  -0.781
O  -1.399  4.268  -1.314
O  -3.182  3.992  0.001
C  -2.639  3.177  1.022
H  -0.870  8.645  -1.106
H  -0.435  7.272  -0.062
H  -1.876  8.310  0.180
H  -1.376  6.434  -2.264
H  -2.708  7.556  -2.051
H  -3.439  2.606  1.487
H  -2.216  3.772  1.836
H  -1.916  2.522  0.529
C  6.725  -3.171  1.142
C  5.312  -2.627  1.290
O  4.475  -3.154  0.271
C  3.396  -2.484  -0.119
O  3.277  -1.280  -0.021
O  2.655  -3.289  -0.825
C  1.382  -2.839  -1.350
H  7.325  -2.780  1.960
H  7.176  -2.896  0.189
H  6.645  -4.258  1.114
H  5.334  -1.538  1.409
H  4.827  -2.921  2.229
H  1.534  -2.449  -2.356
H  0.769  -2.182  -0.739
H  0.893  -3.812  -1.417
C  1.647  1.290  4.340
C  2.741  0.281  4.061
O  4.025  0.849  3.833
C  4.402  1.050  2.609
O  3.696  0.847  1.640
O  5.660  1.360  2.448
C  6.572  1.448  3.544
H  0.687  0.784  4.242
H  1.673  2.077  3.582
H  1.731  1.739  5.328
H  2.490  -0.397  3.248
H  2.799  -0.305  4.979
H  7.568  1.167  3.217
H  6.276  0.778  4.349
H  6.586  2.467  3.926
C  0.467  -6.945  -4.064
C  0.075  -5.525  -4.467
O  -0.830  -4.962  -3.557
C  -1.109  -3.682  -3.587
O  -0.469  -2.852  -4.171
O  -2.093  -3.422  -2.712
C  -2.401  -2.064  -2.511
H  -0.343  -7.667  -4.143
H  0.813  -6.994  -3.030
H  1.332  -7.225  -4.664
H  -0.313  -5.502  -5.491
H  0.986  -4.942  -4.637
H  -3.189  -1.639  -3.143
H  -1.572  -1.358  -2.547
H  -2.892  -2.091  -1.529
C  -3.756  -0.068  -0.199
C  -4.881  0.754  -0.815
O  -5.520  1.446  0.284
C  -6.637  2.105  -0.026
O  -6.970  2.435  -1.118
O  -7.251  2.386  1.133
C  -8.503  3.053  0.965
H  -4.223  -0.913  0.314
H  -3.208  0.535  0.525
H  -3.011  -0.522  -0.851
H  -5.549  0.012  -1.251
H  -4.523  1.466  -1.555
H  -9.134  2.575  0.218
H  -8.303  4.042  0.538
H  -8.928  3.197  1.951
C  -1.964  -1.917  2.418
C  -0.467  -1.924  2.301
O  0.111  -3.245  2.481
C  1.101  -3.391  3.322
O  1.506  -2.579  4.106
C  1.661  -4.829  3.332
F  1.114  -5.549  4.288
F  1.568  -5.407  2.146
F  2.976  -4.723  3.588
H  -2.400  -2.555  1.650
H  -2.355  -0.923  2.207
H  -2.235  -2.219  3.430
H  0.057  -1.224  2.952
H  -0.116  -1.639  1.305

***

[2]
Computed, not measured: a molecular structure, C24H45IP2Rh, with ωB97M-V/def2-TZVPD.

The value obtained for the HOMO-LUMO gap (alpha / beta) is 0.2974 / 0.2291 hartree. For the energy above the lowest of the compared OMol25 structures with the same formula, charge and spin, the calculation gives 0.00 kJ/mol. The expectation value of S² is 6.02. The net charge is +1. As for the spin multiplicity: 5.

Geometry (Å):
Rh  0.239  0.644  0.058
C  1.580  -1.566  0.560
C  0.988  -2.236  -0.537
C  1.685  -0.148  -1.301
C  2.111  -0.287  0.110
C  1.063  -1.407  -1.671
C  1.904  -2.192  1.862
H  1.073  -2.800  2.246
H  2.151  -1.436  2.616
H  2.772  -2.866  1.768
C  3.323  0.388  0.652
H  3.489  0.145  1.703
H  3.256  1.475  0.551
H  4.213  0.062  0.098
C  2.334  0.799  -2.245
H  3.233  0.339  -2.673
H  2.627  1.721  -1.739
H  1.666  1.057  -3.073
C  0.811  -1.852  -3.062
H  1.630  -2.501  -3.408
H  0.752  -1.007  -3.752
H  -0.115  -2.437  -3.134
C  0.534  -3.653  -0.520
H  1.372  -4.367  -0.566
H  -0.118  -3.872  -1.371
H  -0.032  -3.876  0.394
C  -3.083  -1.480  0.880
C  -2.281  -2.529  1.105
C  -2.723  -3.947  0.942
C  -2.894  -4.504  -0.515
C  -2.700  -3.540  -1.656
C  -3.515  -2.499  -1.867
C  -4.724  -2.230  -1.021
C  -4.496  -1.632  0.409
H  -3.675  -4.112  1.480
H  -3.888  -4.987  -0.567
H  -1.986  -4.590  1.459
H  -5.066  -2.252  1.126
H  -2.775  -0.458  1.111
H  -1.270  -2.400  1.500
H  -4.974  -0.638  0.441
H  -5.360  -1.518  -1.571
H  -3.373  -1.832  -2.724
H  -5.333  -3.144  -0.904
H  -2.165  -5.321  -0.640
H  -1.894  -3.787  -2.357
P  -0.093  0.909  2.382
C  1.324  1.437  3.434
H  0.927  1.743  4.414
H  1.853  2.286  2.978
H  2.026  0.606  3.585
C  -1.376  2.183  2.653
H  -1.330  2.499  3.703
H  -2.360  1.750  2.443
H  -1.201  3.048  2.003
C  -0.762  -0.492  3.330
H  -1.745  -0.778  2.935
H  -0.857  -0.197  4.384
H  -0.090  -1.352  3.262
P  -1.240  1.558  -1.564
C  -1.451  0.505  -3.036
H  -2.345  0.835  -3.587
H  -1.594  -0.535  -2.712
H  -0.581  0.584  -3.697
C  -2.953  1.554  -0.949
H  -3.394  0.563  -1.129
H  -3.525  2.310  -1.504
H  -2.975  1.777  0.123
C  -0.971  3.230  -2.288
H  -1.732  3.419  -3.060
H  0.023  3.288  -2.752
H  -1.042  4.000  -1.509
I  1.167  3.238  0.354

***

[3]
Computed, not measured: a molecular structure, C24H45N4O2PdSbSi3, with ωB97M-V/def2-TZVPD.

The value obtained for the HOMO-LUMO gap is 0.2053 hartree. For the energy above the lowest of the compared OMol25 structures with the same formula, charge and spin, the calculation gives 73.36 kJ/mol. The net charge is -2. As for the spin multiplicity: 1.

Geometry (Å):
Pd  0.826  0.516  0.572
C  4.002  -2.119  1.613
Sb  2.069  -1.730  0.709
C  2.727  0.042  -0.359
C  3.888  0.756  0.109
C  4.885  1.237  -0.788
C  5.979  1.928  -0.328
C  6.128  2.151  1.040
C  5.134  1.638  1.858
N  4.062  0.983  1.437
Si  2.162  0.232  -2.096
C  0.454  -0.472  -2.477
C  3.238  -0.716  -3.367
C  2.185  2.046  -2.668
C  0.979  -2.024  3.040
C  -0.034  -0.946  3.191
C  -1.415  -1.168  3.346
C  -2.278  -0.108  3.542
C  -1.777  1.184  3.590
C  -0.409  1.328  3.441
N  0.436  0.319  3.260
Si  2.108  -1.798  4.503
C  1.072  -1.721  6.096
C  3.143  -0.229  4.542
C  3.257  -3.272  4.837
Si  0.311  -3.725  2.736
C  -0.511  -4.551  4.247
C  -0.986  -3.727  1.354
C  1.648  -4.972  2.254
H  4.711  -2.103  0.781
H  3.991  -3.118  2.051
H  4.306  -1.382  2.348
H  4.777  1.052  -1.848
H  6.720  2.295  -1.032
H  6.968  2.694  1.453
H  5.200  1.769  2.938
H  0.441  -1.556  -2.323
H  0.263  -0.286  -3.542
H  -0.352  -0.047  -1.878
H  3.254  -1.774  -3.085
H  4.276  -0.370  -3.393
H  2.833  -0.639  -4.382
H  1.351  2.223  -3.356
H  3.107  2.303  -3.198
H  2.078  2.736  -1.827
H  -1.812  -2.173  3.316
H  -3.343  -0.290  3.641
H  -2.421  2.047  3.679
H  0.042  2.317  3.456
H  0.357  -0.895  6.048
H  1.725  -1.554  6.960
H  0.509  -2.644  6.264
H  2.558  0.552  5.033
H  3.388  0.147  3.548
H  4.060  -0.394  5.122
H  2.690  -4.193  5.003
H  3.800  -3.051  5.763
H  3.995  -3.456  4.056
H  -1.285  -3.918  4.689
H  0.226  -4.761  5.027
H  -0.973  -5.502  3.958
H  -1.991  -3.925  1.739
H  -0.754  -4.504  0.620
H  -1.015  -2.770  0.826
H  2.440  -5.052  3.000
H  2.103  -4.728  1.293
H  1.174  -5.956  2.161
N  -1.031  4.210  0.611
N  0.083  3.605  -0.080
H  -0.674  4.486  1.518
H  -1.752  3.497  0.764
H  0.172  2.627  0.224
H  -0.191  3.546  -1.054
C  -3.645  -0.231  0.234
C  -2.588  0.859  0.447
O  -2.986  2.007  0.728
O  -1.401  0.457  0.330
H  -4.650  0.189  0.208
H  -3.571  -0.949  1.055
H  -3.435  -0.778  -0.686

***

Q: Which of these has the highest spin multiplicity?
A: C24H45Cr2F3N4O29

***

Q: The lowest spin multiplicity belongs to which entry?
A: C24H45N4O2PdSbSi3

***

Q: Which value of spin multiplicity does entry 1 give?
A: 9

***

What did the second record say?
Computed, not measured: a molecular structure, C24H45IP2Rh, with ωB97M-V/def2-TZVPD.

The value obtained for the HOMO-LUMO gap (alpha / beta) is 0.2974 / 0.2291 hartree. For the energy above the lowest of the compared OMol25 structures with the same formula, charge and spin, the calculation gives 0.00 kJ/mol. The expectation value of S² is 6.02. The net charge is +1. As for the spin multiplicity: 5.

Geometry (Å):
Rh  0.239  0.644  0.058
C  1.580  -1.566  0.560
C  0.988  -2.236  -0.537
C  1.685  -0.148  -1.301
C  2.111  -0.287  0.110
C  1.063  -1.407  -1.671
C  1.904  -2.192  1.862
H  1.073  -2.800  2.246
H  2.151  -1.436  2.616
H  2.772  -2.866  1.768
C  3.323  0.388  0.652
H  3.489  0.145  1.703
H  3.256  1.475  0.551
H  4.213  0.062  0.098
C  2.334  0.799  -2.245
H  3.233  0.339  -2.673
H  2.627  1.721  -1.739
H  1.666  1.057  -3.073
C  0.811  -1.852  -3.062
H  1.630  -2.501  -3.408
H  0.752  -1.007  -3.752
H  -0.115  -2.437  -3.134
C  0.534  -3.653  -0.520
H  1.372  -4.367  -0.566
H  -0.118  -3.872  -1.371
H  -0.032  -3.876  0.394
C  -3.083  -1.480  0.880
C  -2.281  -2.529  1.105
C  -2.723  -3.947  0.942
C  -2.894  -4.504  -0.515
C  -2.700  -3.540  -1.656
C  -3.515  -2.499  -1.867
C  -4.724  -2.230  -1.021
C  -4.496  -1.632  0.409
H  -3.675  -4.112  1.480
H  -3.888  -4.987  -0.567
H  -1.986  -4.590  1.459
H  -5.066  -2.252  1.126
H  -2.775  -0.458  1.111
H  -1.270  -2.400  1.500
H  -4.974  -0.638  0.441
H  -5.360  -1.518  -1.571
H  -3.373  -1.832  -2.724
H  -5.333  -3.144  -0.904
H  -2.165  -5.321  -0.640
H  -1.894  -3.787  -2.357
P  -0.093  0.909  2.382
C  1.324  1.437  3.434
H  0.927  1.743  4.414
H  1.853  2.286  2.978
H  2.026  0.606  3.585
C  -1.376  2.183  2.653
H  -1.330  2.499  3.703
H  -2.360  1.750  2.443
H  -1.201  3.048  2.003
C  -0.762  -0.492  3.330
H  -1.745  -0.778  2.935
H  -0.857  -0.197  4.384
H  -0.090  -1.352  3.262
P  -1.240  1.558  -1.564
C  -1.451  0.505  -3.036
H  -2.345  0.835  -3.587
H  -1.594  -0.535  -2.712
H  -0.581  0.584  -3.697
C  -2.953  1.554  -0.949
H  -3.394  0.563  -1.129
H  -3.525  2.310  -1.504
H  -2.975  1.777  0.123
C  -0.971  3.230  -2.288
H  -1.732  3.419  -3.060
H  0.023  3.288  -2.752
H  -1.042  4.000  -1.509
I  1.167  3.238  0.354